[1]
{"formula": "C10H8INOS2", "method": "wB97M-V/def2-TZVPD", "symbols": ["C", "C", "C", "C", "C", "C", "C", "C", "C", "C", "N", "O", "S", "S", "I", "H", "H", "H", "H", "H", "H", "H", "H"], "coordinates": [[3.621, -0.995, -0.127], [3.412, -0.583, 1.178], [2.745, -0.646, -1.148], [2.315, 0.201, 1.527], [1.655, 0.129, -0.807], [1.449, 0.545, 0.517], [-0.216, 1.360, -0.674], [-1.162, 2.220, -1.029], [-4.396, 0.275, 0.940], [-4.130, -0.151, -0.282], [0.624, 0.668, -1.547], [0.303, 1.293, 0.599], [-2.596, 2.776, -1.343], [-5.580, 1.506, 1.306], [-2.644, -1.585, -0.682], [4.482, -1.604, -0.360], [4.116, -0.868, 1.946], [2.906, -0.960, -2.166], [2.148, 0.525, 2.542], [0.369, 0.429, -2.487], [-3.903, -0.097, 1.823], [-4.612, 0.228, -1.166], [-5.912, 1.776, 0.044]], "orbital_gap_ev": 6.532, "total_energy_ha": -1609.8222, "fmax_ha_per_bohr": 0.0190}

=====

[2]
{"formula": "C10H8MnN2O4S3Se", "method": "wB97M-V/def2-TZVPD", "symbols": ["Mn", "S", "C", "C", "C", "C", "C", "C", "S", "H", "H", "H", "H", "S", "C", "N", "C", "C", "C", "N", "H", "H", "H", "H", "O", "Se", "O", "O", "O"], "coordinates": [[5.743, 11.794, 6.590], [5.181, 12.575, 8.674], [6.568, 13.409, 9.165], [6.729, 13.722, 10.503], [7.844, 14.499, 10.913], [8.522, 15.231, 9.978], [8.445, 14.913, 8.589], [7.485, 14.027, 8.155], [7.470, 13.518, 6.464], [5.960, 13.402, 11.215], [8.025, 14.681, 11.948], [9.150, 16.046, 10.325], [9.118, 15.508, 8.060], [7.593, 9.957, 7.458], [6.594, 8.567, 7.214], [5.493, 8.447, 8.058], [4.496, 7.502, 7.832], [4.569, 6.724, 6.704], [5.746, 6.869, 5.933], [6.751, 7.674, 6.228], [5.397, 9.285, 8.648], [3.793, 7.346, 8.699], [3.845, 5.948, 6.642], [5.964, 6.264, 5.071], [5.814, 11.434, 4.734], [4.292, 10.600, 4.712], [4.440, 9.046, 4.184], [4.287, 10.579, 6.488], [3.092, 11.568, 4.221]], "total_charge": -2, "multiplicity": 6, "orbital_gap_ev": [4.012, 6.689], "total_energy_ha": -5543.3227, "e_above_lowest_kj_mol": 26.0, "fmax_ha_per_bohr": 0.0764}

=====

[3]
{"formula": "C10H8MnN2O5", "method": "wB97M-V/def2-TZVPD", "symbols": ["O", "C", "Mn", "O", "C", "C", "O", "C", "O", "C", "O", "C", "C", "C", "C", "N", "N", "C", "H", "H", "H", "H", "H", "H", "H", "H"], "coordinates": [[-0.016, -0.007, -6.553], [0.001, -0.016, -5.443], [-0.120, 0.006, -1.317], [1.829, -2.268, -1.446], [1.070, -1.397, -1.554], [-1.135, 1.516, -1.662], [-1.571, 2.511, -2.030], [-1.453, -1.226, -1.666], [-2.105, -2.102, -2.052], [1.364, 1.092, -1.565], [2.307, 1.758, -1.453], [2.117, -0.222, 3.031], [0.910, -0.094, 2.244], [-0.448, 0.064, 2.468], [-1.099, 0.129, 1.267], [-0.104, 0.007, 0.404], [1.099, -0.127, 0.959], [-2.486, 0.282, 0.784], [2.227, 0.672, 3.670], [2.033, -1.111, 3.681], [3.014, -0.323, 2.388], [-0.871, 0.121, 3.441], [1.991, -0.230, 0.464], [-3.105, -0.546, 1.128], [-2.912, 1.221, 1.132], [-2.537, 0.289, -0.319]], "total_charge": 2, "multiplicity": 6, "orbital_gap_ev": [7.908, 6.324], "total_energy_ha": -2021.7251, "e_above_lowest_kj_mol": 69.1, "fmax_ha_per_bohr": 0.2069}

=====

[4]
{"formula": "C10H8N2", "method": "wB97M-V/def2-TZVPD", "symbols": ["C", "C", "C", "C", "C", "C", "C", "C", "C", "C", "H", "H", "H", "H", "H", "H", "H", "H", "N", "N"], "coordinates": [[2.297, -2.306, 1.268], [2.130, -1.044, 1.949], [1.289, 0.028, 1.472], [0.523, -0.268, 0.341], [1.315, -2.537, 0.209], [-0.273, 0.626, -0.255], [-1.367, 0.084, -1.038], [-2.159, 0.824, -1.868], [-2.111, 2.194, -1.590], [-1.136, 2.654, -0.767], [3.178, -3.132, 1.586], [2.670, -0.909, 2.957], [1.315, 1.199, 1.918], [0.954, -3.459, -0.238], [-1.664, -1.067, -0.781], [-3.107, 0.297, -2.383], [-2.855, 2.858, -2.246], [-1.283, 3.527, -0.258], [0.446, -1.550, -0.066], [-0.163, 1.981, -0.209]], "orbital_gap_ev": 8.237, "total_energy_ha": -495.2399, "e_above_lowest_kj_mol": 339.6, "fmax_ha_per_bohr": 0.1699}

=====

[5]
{"formula": "C10H8N2", "method": "wB97M-V/def2-TZVPD", "symbols": ["C", "C", "C", "C", "C", "C", "C", "C", "C", "C", "H", "H", "H", "H", "H", "H", "H", "H", "N", "N"], "coordinates": [[-3.500, -0.025, -0.066], [-2.808, -1.198, 0.208], [-1.388, -1.156, 0.159], [-0.724, 0.049, 0.011], [-1.379, 1.160, -0.079], [-2.815, 1.178, -0.177], [0.736, 0.031, -0.018], [2.788, 1.136, 0.199], [3.434, -0.050, -0.065], [2.698, -1.122, -0.197], [-4.614, -0.008, -0.061], [-3.244, -2.147, 0.449], [-1.048, -2.009, 0.276], [-0.806, 2.085, -0.443], [-3.127, 2.357, -0.398], [3.185, 2.233, 0.431], [4.607, -0.023, 0.139], [3.086, -2.304, -0.380], [1.394, 1.162, 0.206], [1.422, -1.191, -0.187]], "orbital_gap_ev": 9.479, "total_energy_ha": -495.2659, "e_above_lowest_kj_mol": 271.2, "fmax_ha_per_bohr": 0.1747}

=====

[6]
{"formula": "C10H8N2", "method": "wB97M-V/def2-TZVPD", "symbols": ["C", "C", "C", "C", "C", "C", "C", "C", "C", "C", "H", "H", "H", "H", "H", "H", "H", "H", "N", "N"], "coordinates": [[0.770, -0.286, -3.030], [-0.332, -1.459, -1.032], [-0.639, -1.286, 0.282], [-1.104, -2.212, 1.199], [-0.276, 0.090, 0.554], [-0.251, 0.816, 1.720], [0.273, 2.091, 1.773], [0.698, 2.655, 0.502], [0.859, 1.906, -0.669], [0.409, 0.590, -0.516], [1.677, -0.909, -3.052], [1.034, 0.734, -3.389], [0.115, -0.880, -3.740], [-0.575, -2.293, -1.646], [-0.824, 0.412, 2.610], [0.171, 2.747, 2.623], [1.283, 3.608, 0.599], [1.234, 2.342, -1.603], [0.328, -0.361, -1.624], [-1.264, -2.953, 2.038]], "orbital_gap_ev": 9.009, "total_energy_ha": -495.3322, "e_above_lowest_kj_mol": 97.0, "fmax_ha_per_bohr": 0.0983}

=====

[7]
{"formula": "C10H8N2O2S", "method": "wB97M-V/def2-TZVPD", "symbols": ["C", "C", "C", "C", "C", "C", "C", "C", "C", "C", "N", "N", "O", "O", "S", "H", "H", "H", "H", "H", "H", "H", "H"], "coordinates": [[1.166, -2.151, 0.821], [-2.669, 0.331, 0.415], [0.164, -1.766, 0.267], [-1.276, 0.198, 0.177], [1.403, 0.591, -1.536], [-0.466, 1.221, 0.478], [-0.911, -1.130, -0.374], [-1.631, -1.674, -1.364], [1.444, 0.240, -2.681], [-0.892, 2.502, 1.093], [2.200, -2.595, 1.525], [-3.800, 0.421, 0.583], [1.691, 2.629, -0.031], [2.070, 0.433, 0.995], [1.306, 1.252, 0.093], [-2.456, -1.145, -1.809], [-1.396, -2.647, -1.758], [2.789, -3.274, 1.064], [1.492, -0.092, -3.680], [2.711, -1.837, 1.961], [-0.579, 3.334, 0.462], [-0.389, 2.625, 2.052], [-1.969, 2.534, 1.247]], "orbital_gap_ev": 7.773, "total_energy_ha": -1043.8153, "e_above_lowest_kj_mol": 655.8, "fmax_ha_per_bohr": 0.0258}

=====

[8]
{"formula": "C10H8N2S2", "method": "wB97M-V/def2-TZVPD", "symbols": ["C", "C", "C", "C", "C", "C", "C", "C", "C", "C", "H", "H", "H", "H", "H", "H", "H", "H", "N", "N", "S", "S"], "coordinates": [[-1.830, 0.967, 0.099], [-3.107, 0.918, 0.665], [-3.930, -0.159, 0.386], [-3.473, -1.105, -0.553], [-2.224, -0.952, -1.109], [1.803, 0.939, -0.115], [3.011, 0.828, -0.795], [3.905, -0.164, -0.448], [3.504, -1.063, 0.565], [2.235, -0.870, 1.142], [-3.410, 1.653, 1.405], [-4.831, -0.249, 0.958], [-4.117, -1.882, -0.898], [-1.864, -1.709, -1.804], [3.309, 1.628, -1.492], [4.913, -0.299, -0.887], [4.179, -1.827, 0.916], [1.906, -1.469, 2.013], [-1.371, 0.054, -0.811], [1.381, 0.126, 0.810], [0.782, 2.306, -0.687], [-0.770, 2.330, 0.638]], "orbital_gap_ev": 9.252, "total_energy_ha": -1291.7453, "fmax_ha_per_bohr": 0.0378}